317
Properties=species:S:1:pos:R:3:forces:R:3 method="wB97M-V/def2-TZVPD" energy_ev=-280420.81620 fmax_ev_per_a=4.101 total_charge=+3
C -1.5505 -2.5944 2.1662 -0.6 -2.4 -0.4
C -1.9035 -2.4832 0.6555 0.8 1.8 1.1
C -2.9453 -3.4781 0.3298 -1.4 -0.7 1.1
N -3.1550 -3.7657 -1.1445 -0.2 0.0 0.0
C -3.9641 -2.6686 -1.7752 0.9 0.4 0.3
C -3.9027 -5.0696 -1.3339 -0.6 -0.2 -0.5
C -3.6552 -5.4995 -2.8187 0.4 1.3 1.8
C -2.3219 -4.8317 -3.1529 1.7 -1.0 -0.2
C -1.8870 -3.9505 -1.9600 -0.3 -1.2 0.7
H -1.0488 -3.5922 2.2225 -0.5 0.6 0.4
H -2.3682 -2.5714 2.9263 0.4 0.2 -0.8
H -0.7827 -1.9242 2.4033 0.8 1.3 0.5
H -0.9354 -2.7283 0.1935 -0.4 0.4 -0.3
H -2.2478 -1.4143 0.4602 0.6 -1.3 -0.2
H -3.8872 -3.0687 0.7617 0.1 -0.4 -0.7
H -2.7899 -4.4141 0.9211 0.2 0.5 -1.1
H -3.9044 -2.7765 -2.8484 0.0 0.0 -0.2
H -3.5795 -1.6650 -1.4837 -0.2 -0.9 -0.1
H -4.9662 -2.8241 -1.4461 -0.8 0.3 0.2
H -4.9304 -4.8969 -0.9917 0.0 0.0 -0.5
H -3.5362 -5.8003 -0.6420 0.8 -0.3 0.3
H -4.3584 -5.0410 -3.4575 -1.2 0.3 -0.6
H -3.6631 -6.5539 -3.0031 0.0 -0.6 0.3
H -2.4512 -4.3323 -4.1187 0.6 0.2 0.3
H -1.5113 -5.6156 -3.2413 -0.9 1.0 -0.3
H -1.4732 -2.9902 -2.1741 0.2 0.6 -0.3
H -1.1802 -4.4904 -1.3000 -0.3 0.2 -0.4
C 1.9018 7.5941 5.0114 0.1 0.8 -0.6
C 2.3169 6.1541 4.6165 0.0 1.1 1.4
C 2.5550 6.1003 3.1439 -1.2 -0.6 -0.7
N 2.6995 4.7230 2.5813 -1.2 -0.9 0.3
C 1.4450 3.8727 2.8036 -0.1 2.8 -2.4
C 3.8632 4.0598 3.2079 0.5 -0.2 0.6
C 5.0564 4.5499 2.3681 -0.5 1.4 1.8
C 4.4864 4.7545 0.9973 2.8 0.1 -2.7
C 3.0157 4.6588 1.1071 -1.0 -0.7 -0.6
H 2.4770 8.4500 4.5643 0.1 -1.1 0.5
H 1.8300 7.7173 6.0858 0.4 0.0 0.2
H 0.8975 7.8113 4.6691 -0.4 -0.2 -0.3
H 1.5125 5.5323 5.0119 0.1 -0.3 -0.4
H 3.2223 5.8677 5.1673 -0.2 0.2 -0.1
H 3.4808 6.5842 2.9251 0.4 0.7 -0.4
H 1.6974 6.5234 2.6061 0.4 0.3 0.0
H 0.6583 4.4059 2.1959 0.4 -0.5 1.0
H 1.2245 3.7947 3.8222 -0.3 -0.2 1.4
H 1.6052 2.9695 2.2869 0.3 -1.2 -0.1
H 3.6750 3.0163 3.0373 0.3 -0.6 0.1
H 3.8558 4.2710 4.3061 0.3 -0.3 -1.1
H 5.8901 3.8757 2.4398 0.4 -0.2 0.0
H 5.3340 5.5596 2.7540 0.3 -0.9 0.0
H 4.9066 3.9712 0.2961 -0.8 0.5 0.7
H 4.8893 5.6761 0.5011 -0.6 -0.4 0.7
H 2.7893 3.6133 0.8066 -0.5 0.9 0.1
H 2.4402 5.3846 0.5008 0.1 -0.4 0.6
C -3.8801 0.8142 9.5193 -0.7 1.4 1.8
C -2.4826 1.2649 9.1552 1.0 -0.1 -0.2
C -1.3793 0.1871 9.2362 0.6 0.5 -1.4
N -0.6612 0.0784 10.5592 -1.0 -0.2 0.6
C -0.0334 1.3313 11.0243 1.6 -1.0 -0.5
C 0.5244 -0.8277 10.5799 -1.5 -3.1 -2.2
C 0.7228 -1.2993 11.9760 1.6 0.7 0.6
C -0.6195 -1.1450 12.6564 -0.6 -0.2 0.8
C -1.6044 -0.5945 11.6123 0.9 3.0 1.4
H -4.5497 1.6943 9.5577 0.2 -0.3 -0.6
H -4.0092 0.4937 10.5551 0.5 -0.3 0.1
H -4.3295 0.0395 8.9311 0.1 -0.3 -0.7
H -2.1072 2.1604 9.6641 -0.5 -0.1 0.4
H -2.4992 1.6258 8.1309 0.0 -0.3 -0.3
H -0.5930 0.3777 8.4450 -0.7 -0.1 1.0
H -1.8629 -0.7592 8.9866 0.4 -0.3 0.3
H 0.3774 1.8997 10.2028 0.6 -0.5 -0.3
H 0.6867 1.0216 11.7770 0.5 0.4 -0.5
H -0.5956 2.0028 11.5119 -3.1 2.0 1.7
H 1.4023 -0.4368 10.0851 -0.2 0.3 -0.2
H 0.1068 -1.7433 10.0680 0.8 0.8 -0.2
H 1.4648 -0.6436 12.4725 -0.1 -0.6 -0.1
H 1.1274 -2.3226 11.9369 -0.2 0.4 0.3
H -0.5013 -0.4482 13.5180 -0.4 -0.7 -0.5
H -0.9448 -2.1311 13.0013 -0.2 0.4 0.3
H -2.2779 0.2219 12.0403 0.9 -1.1 -0.7
H -2.2193 -1.3166 11.1504 -0.4 -0.8 -0.8
C 0.8117 -4.1480 -13.7988 -1.3 0.3 -0.8
C -0.0649 -4.0540 -12.5393 -0.6 0.6 0.6
C -0.8510 -2.7009 -12.5523 2.2 0.6 -0.4
N -1.3834 -2.1428 -11.2380 0.5 0.7 -0.7
C -1.9407 -3.2010 -10.4194 0.5 -1.3 -0.2
C -2.3767 -1.0684 -11.5157 0.4 0.4 -0.4
C -1.5432 0.1736 -11.8706 0.1 0.4 -0.6
C -0.2272 0.0088 -11.0348 0.9 0.5 0.1
C -0.3528 -1.3947 -10.4353 -0.7 0.9 0.1
H 0.3347 -3.7693 -14.7689 0.3 -0.8 1.4
H 1.1427 -5.1713 -13.9144 0.0 -0.2 -0.3
H 1.6680 -3.5377 -13.6573 0.9 0.6 0.1
H 0.5877 -4.0662 -11.6481 -0.2 -0.3 -0.3
H -0.7889 -4.9023 -12.4825 0.6 0.6 0.1
H -1.6962 -2.8949 -13.1731 -0.7 0.4 -0.5
H -0.1592 -1.8948 -13.0196 -1.4 -1.2 0.8
H -1.0982 -3.7151 -9.9589 -0.2 -0.6 -0.2
H -2.6133 -3.8287 -11.0083 0.3 -0.1 0.1
H -2.4560 -2.7740 -9.6179 -0.9 0.7 1.3
H -2.8818 -0.8612 -10.5915 -0.3 -0.1 0.5
H -3.1006 -1.4530 -12.2233 -0.1 0.3 -0.3
H -2.1132 1.0735 -11.6411 0.1 -0.1 0.3
H -1.3531 0.2766 -12.9643 0.1 -0.4 0.8
H 0.0273 0.7489 -10.1834 -1.0 -1.0 -1.4
H 0.6615 0.0686 -11.6715 -0.3 0.0 -0.2
H -0.7989 -1.1881 -9.4560 0.3 -1.0 0.0
H 0.5259 -2.0025 -10.4081 0.5 -0.2 0.4
C -7.6795 4.8765 -2.9037 0.4 -0.2 1.5
C -8.0203 4.6831 -1.3677 0.4 -0.7 -1.4
C -9.3217 5.3158 -0.9428 0.0 -1.1 1.5
C -10.5704 4.6071 -1.5122 0.0 1.5 1.6
P -12.1051 5.2310 -0.7111 -0.2 0.4 -1.2
C -12.2762 7.0249 -0.8832 0.0 -0.1 0.5
C -12.1491 7.5755 -2.3178 -0.8 0.6 0.6
C -11.6137 8.9981 -2.1643 1.2 0.2 0.5
C -11.3245 9.6347 -3.4931 1.0 -1.1 -0.4
C -13.4655 4.4853 -1.6038 -1.8 -0.6 -0.2
C -14.8519 4.3864 -0.9185 -1.3 -0.7 -2.5
C -16.1903 4.0693 -2.4981 3.0 0.5 1.8
C -17.4686 3.8319 -1.7374 0.6 -0.8 -0.3
C -12.1543 4.6701 1.0071 -0.6 -0.7 -0.7
C -13.2506 5.2183 1.8999 0.9 1.4 0.5
C -12.9040 4.8077 3.3461 -0.1 2.2 0.6
C -13.4835 5.8932 4.3402 1.2 -1.7 0.8
H -6.6553 4.6380 -3.1562 0.4 -0.3 0.4
H -7.7284 5.9340 -3.1228 -0.5 0.3 -0.3
H -8.2466 4.2734 -3.5980 -0.6 0.1 0.0
H -7.2144 5.0404 -0.7367 0.2 0.6 -0.1
H -8.0898 3.6451 -1.0294 0.1 -0.3 -0.6
H -9.3087 6.3639 -1.1525 -0.2 0.8 -0.2
H -9.2865 5.1608 0.1701 -0.5 0.5 -0.8
H -10.6011 3.5925 -1.1656 0.3 -0.9 -0.3
H -10.6045 4.7019 -2.5782 -0.3 -0.2 -0.6
H -11.4149 7.4961 -0.3805 -0.4 -0.4 0.4
H -13.1971 7.3155 -0.3356 0.5 0.0 -0.4
H -13.0256 7.5229 -2.9831 -0.1 0.0 0.7
H -11.3910 7.0232 -2.8268 0.7 -0.5 -0.5
H -10.6598 8.8533 -1.6366 0.1 0.1 -0.1
H -12.1225 9.6669 -1.4682 -0.8 -0.3 -0.2
H -12.2122 9.5973 -4.0912 -0.4 0.4 -0.6
H -10.5633 8.9887 -3.9849 -0.5 0.4 0.0
H -10.8776 10.6157 -3.4623 -0.2 0.4 0.2
H -13.1680 3.4671 -1.8488 0.2 -0.2 0.1
H -13.7136 4.8969 -2.5936 0.9 0.5 0.3
H -15.3985 5.3047 -0.7211 0.6 0.3 0.3
H -14.8606 3.7112 -0.0317 -0.4 0.2 -1.0
H -15.8888 3.2379 -3.1841 0.0 0.6 1.0
H -15.9340 5.0392 -2.9961 -0.8 -0.7 0.5
H -17.9347 4.7102 -1.3331 -0.2 0.5 0.0
H -17.1442 3.2188 -0.8924 -0.6 -0.1 0.0
H -18.1621 3.2403 -2.3408 -0.1 0.3 0.2
H -11.2612 5.0076 1.4877 1.0 -0.1 0.0
H -12.2107 3.5638 0.9943 0.4 0.4 -0.1
H -14.2509 4.9511 1.5843 -0.1 0.0 0.1
H -13.1197 6.3430 1.8500 -0.6 -1.0 0.1
H -11.8054 4.8015 3.4751 -0.5 -0.2 -0.1
H -13.2781 3.8536 3.6334 -0.3 -0.9 -0.1
H -14.4557 6.1702 4.0038 -0.9 0.2 0.0
H -12.8508 6.7974 4.3267 -0.2 -0.4 0.2
H -13.5582 5.4240 5.3855 0.2 1.0 -1.4
C 2.8496 -8.0002 -3.7469 -1.2 0.4 0.0
C 2.2829 -6.5175 -3.7164 -0.6 -2.2 -0.1
C 3.1502 -5.5742 -4.4523 1.1 0.9 -1.4
C 2.8061 -4.1159 -4.0868 1.0 0.4 -0.5
P 4.0793 -2.8287 -4.3237 -1.1 0.1 -0.4
C 5.6032 -3.2495 -3.3846 -0.9 2.2 -0.1
C 5.5669 -3.0640 -1.8518 1.3 0.1 0.2
C 6.2523 -4.2984 -1.1972 0.6 -0.6 -0.5
C 6.5580 -4.1169 0.3266 0.8 0.8 -3.0
C 4.6500 -2.7329 -6.0788 0.4 -0.7 0.7
C 3.6354 -2.5014 -7.1658 -2.2 -0.6 -0.4
C 4.0930 -1.9597 -8.5125 1.2 1.4 -0.1
C 3.0222 -1.9646 -9.5839 -1.3 -0.7 0.8
C 3.1801 -1.2873 -3.7865 -1.1 -0.4 -1.0
C 2.9872 -0.1507 -4.8755 -0.8 -1.5 0.3
C 1.5626 -0.0388 -5.5105 2.2 1.3 -0.5
C 1.6414 1.1415 -6.5404 -1.2 -0.1 0.6
H 3.6067 -8.0822 -4.5336 0.0 -0.1 0.3
H 2.0033 -8.6605 -4.0384 0.7 0.1 0.3
H 3.2430 -8.3248 -2.7474 -0.3 0.4 -1.0
H 2.3182 -6.2189 -2.7064 -0.2 0.4 1.4
H 1.2094 -6.4808 -4.0193 0.8 0.0 0.0
H 3.0656 -5.6845 -5.5713 0.0 0.0 1.0
H 4.2046 -5.8625 -4.2047 -0.6 0.6 -0.1
H 2.6504 -3.9376 -3.0307 -0.3 -0.5 0.7
H 1.9042 -3.7647 -4.5903 -0.1 0.0 -0.1
H 6.3166 -2.5516 -3.8519 0.2 -0.5 0.2
H 5.8207 -4.2506 -3.6580 0.4 -1.0 -0.3
H 4.5849 -2.8351 -1.4658 -0.5 -0.5 0.2
H 6.1394 -2.1472 -1.5572 -0.2 -0.6 -0.4
H 7.2167 -4.5388 -1.7709 -1.0 0.6 0.8
H 5.6551 -5.2069 -1.3977 -0.1 0.4 0.3
H 5.6456 -3.8654 0.7867 -1.0 0.4 0.9
H 7.2809 -3.2658 0.2954 -0.4 -0.7 0.8
H 6.9642 -5.0253 0.7171 0.4 -0.4 0.5
H 5.2844 -3.6435 -6.1593 -0.3 0.5 -0.4
H 5.2816 -1.8716 -6.1107 1.0 0.6 0.2
H 2.8977 -1.8148 -6.7585 -0.2 0.1 -0.1
H 3.0091 -3.3901 -7.3936 0.5 0.1 0.4
H 4.9146 -2.5478 -8.8736 0.5 -0.6 -0.2
H 4.5526 -0.9410 -8.4502 -0.5 -0.5 0.3
H 2.1505 -1.3335 -9.3374 0.5 0.0 0.2
H 2.6189 -2.9924 -9.5574 0.0 0.2 -0.5
H 3.3385 -1.7124 -10.5880 0.4 0.0 -0.1
H 3.5174 -0.8699 -2.8551 0.9 0.0 0.3
H 2.1749 -1.6441 -3.4704 0.5 -0.1 -0.4
H 3.7103 -0.2878 -5.6774 0.2 0.4 0.1
H 3.1191 0.7544 -4.3227 0.5 0.6 -0.2
H 0.8804 0.2199 -4.7435 -0.8 0.2 0.9
H 1.2223 -0.9265 -5.9912 -0.2 -0.7 -0.3
H 2.2895 1.9756 -6.1533 -0.7 -0.8 -0.5
H 0.5831 1.5001 -6.6973 1.1 0.0 0.1
H 1.9758 0.7817 -7.5208 0.3 0.2 0.2
C 7.4510 1.0763 -1.2817 -0.9 0.2 -1.6
C 6.6373 0.8813 -0.0413 1.5 -0.9 1.4
C 7.3573 -0.2429 0.7433 0.1 0.2 -0.7
C 6.7269 -0.6305 2.0270 -2.2 0.0 1.4
P 7.6792 -0.9886 3.5403 -0.1 0.1 1.3
C 9.4075 -1.3331 3.1263 -0.2 1.3 0.7
C 9.5493 -2.4590 2.1687 -0.1 0.5 -2.4
C 10.9680 -2.6241 1.6289 0.3 -1.0 -1.1
C 11.8905 -3.5026 2.4679 0.5 -0.5 -0.2
C 7.6597 0.3950 4.7820 -0.1 0.0 -1.4
C 8.1294 1.7554 4.1364 -0.8 0.4 0.5
C 8.1392 2.9426 5.1825 -1.2 -2.0 -0.6
C 8.8483 4.1672 4.6205 -0.2 -0.3 1.2
C 7.1537 -2.4702 4.4978 -0.2 -0.8 -1.0
C 5.7130 -2.5421 4.9605 -1.5 -1.0 -1.3
C 5.2744 -3.8644 5.6772 1.4 0.9 0.0
C 3.8087 -3.8393 6.0948 0.1 -0.4 -0.8
H 8.4310 1.4436 -1.0781 0.9 -0.1 0.1
H 6.9727 1.8345 -1.8926 0.0 0.3 -0.3
H 7.4668 0.1686 -1.9472 0.2 0.6 0.9
H 5.6448 0.5851 -0.3268 -0.6 0.0 0.3
H 6.6749 1.7363 0.6746 -0.5 -0.1 -0.9
H 8.3657 0.0711 0.9266 0.8 0.4 -0.2
H 7.4110 -1.1392 0.1360 0.2 0.0 -0.4
H 6.0421 -1.4343 1.8006 0.0 -1.0 0.3
H 5.9347 0.0884 2.3017 0.5 0.3 0.3
H 9.9258 -1.5742 4.0439 0.1 0.1 0.6
H 9.8537 -0.3750 2.7779 -0.2 -0.6 -0.1
H 8.8944 -2.2100 1.2552 0.8 -0.7 1.4
H 9.2903 -3.4353 2.5793 -0.5 0.2 0.1
H 11.5092 -1.6932 1.3462 -0.7 -0.4 0.2
H 10.7674 -3.2245 0.7165 0.6 0.6 0.1
H 12.1203 -3.0251 3.4345 0.0 -0.5 -0.2
H 12.8449 -3.6703 1.9140 -0.6 0.4 0.5
H 11.4782 -4.5359 2.5740 0.1 0.9 0.3
H 8.3005 -0.0457 5.5513 0.4 0.5 0.0
H 6.6834 0.4477 5.2792 -0.1 0.2 -0.4
H 7.4993 2.0390 3.2199 0.8 -0.6 1.2
H 9.1555 1.6582 3.8251 0.5 -0.3 -0.5
H 8.4520 2.4201 6.1160 0.3 1.2 -0.3
H 7.0806 3.1625 5.2926 -0.2 0.2 0.5
H 9.8773 3.8598 4.3571 -0.4 0.9 -0.1
H 8.7539 5.0345 5.3090 0.7 -0.7 -0.1
H 8.2266 4.5064 3.8032 0.4 -0.1 -0.9
H 7.8534 -2.6476 5.3135 0.2 0.4 0.1
H 7.3195 -3.3299 3.8134 0.0 0.4 0.2
H 5.0490 -2.4223 4.0512 0.6 -0.3 0.7
H 5.3983 -1.7551 5.5678 0.0 1.6 1.2
H 6.0040 -4.0767 6.5207 -1.0 0.1 -0.9
H 5.4058 -4.5830 4.8909 0.2 -1.0 -0.1
H 3.4648 -4.8557 6.4438 0.1 1.3 -0.6
H 3.2371 -3.3929 5.2540 0.0 -1.0 0.1
H 3.6256 -3.0898 6.8230 0.1 0.4 1.3
C 1.3736 -0.0144 1.6409 -1.5 0.9 -1.7
F 0.7515 -0.9712 0.9228 0.4 0.5 0.6
F 0.4512 1.0447 1.7226 1.3 -1.2 0.2
F 1.6530 -0.4405 2.8360 -0.1 -0.3 0.5
S 2.9213 0.5070 0.7388 -1.8 0.7 1.1
O 3.6710 1.1113 1.8021 0.2 1.3 -0.2
O 3.4276 -0.7171 0.2758 0.9 -1.7 -1.4
N 2.4319 1.5629 -0.3486 0.9 -0.7 1.5
S 1.6284 1.1948 -1.6385 -1.2 1.2 -1.0
O 2.2065 1.8908 -2.7429 0.5 -0.1 -0.3
O 1.1342 -0.1362 -1.7845 0.3 -0.5 0.1
C 0.0607 2.1802 -1.4313 0.3 1.5 -0.1
F -0.5133 2.5125 -2.6219 1.2 0.2 0.9
F -0.8638 1.5309 -0.7968 -0.8 -0.9 1.1
F 0.3560 3.3204 -0.6831 -0.5 -0.9 -1.3
C -0.5424 -7.7284 -0.2988 0.2 -1.8 -1.6
F -1.3660 -7.1139 -1.1591 -0.2 0.3 -0.2
F -1.1645 -8.8904 0.0461 0.8 1.3 0.2
F 0.5859 -8.0505 -0.9916 -0.9 0.3 0.8
S -0.1676 -6.6154 1.0734 3.1 0.6 1.1
O -1.3567 -5.9379 1.3972 -2.7 0.4 0.2
O 0.4355 -7.4392 2.0705 0.1 -0.4 -0.2
N 0.7481 -5.4788 0.4504 1.1 0.1 -0.3
S 2.3682 -5.3003 0.4933 -2.4 -1.0 -2.1
O 3.1014 -6.5224 0.2787 -0.1 0.7 0.9
O 2.6969 -4.1848 -0.3566 0.1 0.0 0.1
C 2.6089 -4.6190 2.1642 0.1 0.5 -0.6
F 2.2094 -3.3400 2.2861 -0.2 -0.5 -0.1
F 2.0138 -5.3488 3.0700 0.1 -0.1 0.6
F 3.9292 -4.6206 2.2931 0.9 -0.1 1.0
C 4.6116 -0.5562 9.3215 -0.5 0.8 -2.1
F 5.2390 -0.8756 8.0869 -0.5 0.9 2.3
F 3.6357 -1.4861 9.4130 0.6 0.4 0.5
F 5.4479 -0.5955 10.3393 0.0 -0.7 -0.6
S 3.8074 1.2138 9.3893 2.3 -0.5 -0.6
O 2.9877 1.0306 10.5321 -0.8 0.0 1.2
O 4.8870 2.1667 9.4077 -0.6 -0.7 0.0
N 2.8969 1.2968 8.1275 0.2 -0.1 0.8
S 3.2362 2.0565 6.8198 -1.8 0.1 -1.0
O 2.2581 3.0680 6.5437 -0.2 0.9 0.2
O 4.5675 2.3344 6.4034 1.0 -0.2 0.3
C 2.6370 0.7595 5.7236 -1.1 -1.3 1.2
F 3.4260 -0.3405 5.8644 -1.2 0.5 -0.4
F 1.2677 0.4174 6.0009 2.9 0.4 -0.7
F 2.7269 1.2214 4.5083 -0.3 -0.2 -1.0
B -0.4231 -3.3738 -6.9830 0.0 0.4 -1.0
F -0.1591 -3.5590 -5.6340 0.2 0.1 0.2
F -0.0722 -2.0569 -7.4417 0.6 -0.3 0.2
F 0.3484 -4.3315 -7.7469 -1.0 0.8 0.4
F -1.8199 -3.3847 -7.2147 0.2 -0.9 -0.1